1.
10
Properties=species:S:1:pos:R:3:lowdin_charge:R:1 method="wB97M-V/def2-TZVPD" smiles=CO.SS homo_ev=-9.309 e_lumo_ev=0.41 relative_energy_kcal_mol=17.0 spin_multiplicity=1
H -0.67156 3.16918 2.97718 0.074
H -0.78917 3.25286 1.19755 0.071
H -1.74872 5.52015 2.35180 0.075
H 0.14095 4.43334 2.07505 0.072
H 0.14029 -6.33177 -4.13214 -0.204
O -1.94711 4.59698 2.15148 -0.124
S 0.50008 -6.78843 -2.92061 0.204
H 2.61957 -5.16998 -2.87749 -0.202
C -0.75765 3.82803 2.11097 -0.168
S 2.51331 -6.51036 -2.93379 0.202

***

2.
9
Properties=species:S:1:pos:R:3:lowdin_charge:R:1 method="wB97M-V/def2-TZVPD" homo_ev=-9.035 e_lumo_ev=0.55 relative_energy_kcal_mol=91.1 spin_multiplicity=1
H 1.76318 0.90098 0.03528 0.136
O 1.01174 1.59084 0.15460 -0.128
H -0.20913 0.77408 -1.50359 0.144
H 0.86254 -1.51433 -0.50794 -0.072
Si -0.33788 -1.03943 0.28734 0.599
H -1.71294 -1.30023 -0.39297 -0.047
H -0.26256 -1.60847 1.64371 -0.110
C -0.08527 0.86442 0.08134 -0.541
H -1.02968 1.33215 0.20223 0.017

***

3.
10
Properties=species:S:1:pos:R:3:lowdin_charge:R:1 method="wB97M-V/def2-TZVPD" homo_ev="-9.283 / -8.332" e_lumo_ev="-1.00 / -2.22" relative_energy_kcal_mol=56.3 spin_multiplicity=1
P 1.06720 -1.98314 -0.18712 0.660
H -3.23860 0.89159 -1.05546 -0.140
H 1.12616 -0.91950 -1.21011 -0.144
P -1.94342 0.48449 -0.45047 0.204
H 1.14275 -1.38660 2.08492 0.044
H 2.65602 -0.77946 1.17652 0.009
H -2.39084 1.33485 0.75873 -0.111
H 1.03703 0.12788 0.96995 -0.009
C 1.56760 -0.80667 1.16322 -0.492
S -2.39814 -1.41037 0.25474 -0.020

***

4.
8
Properties=species:S:1:pos:R:3:lowdin_charge:R:1 method="wB97M-V/def2-TZVPD" smiles=C.S homo_ev=-9.836 e_lumo_ev=0.66 relative_energy_kcal_mol=20.4 spin_multiplicity=1
H 0.56623 -1.68771 -0.79164 -0.002
H 0.70104 1.39239 0.77191 -0.211
H 2.03901 -2.80978 -0.85170 0.014
H 0.80768 -2.90905 0.39408 0.016
H 0.38593 -3.43292 -1.19008 0.015
H -1.59873 2.09937 0.80302 -0.222
S -0.55340 1.44363 0.28821 0.438
C 0.97824 -2.68327 -0.66556 -0.048

***

5.
9
Properties=species:S:1:pos:R:3:lowdin_charge:R:1 method="wB97M-V/def2-TZVPD" smiles=SS.C homo_ev=-9.157 e_lumo_ev=0.35 relative_energy_kcal_mol=9.2 spin_multiplicity=1
S -1.67881 -1.48555 0.66017 0.225
H 0.06570 1.41346 -1.37092 0.018
H -2.49350 -2.08686 1.55115 -0.201
H 1.20072 0.65108 -0.21958 -0.043
H 0.10687 -0.42492 2.49352 -0.184
H 1.81662 1.27450 -1.62057 0.016
S -0.72871 0.06272 1.55570 0.234
H 0.78781 -0.16612 -1.79474 0.020
C 0.92330 0.76167 -1.25472 -0.085

***

6.
9
Properties=species:S:1:pos:R:3:lowdin_charge:R:1 method="wB97M-V/def2-TZVPD" homo_ev="-9.227 / -8.116" e_lumo_ev="-0.63 / -0.53" relative_energy_kcal_mol=77.9 spin_multiplicity=1
H 0.02527 -0.08614 1.97404 -0.101
H 0.82218 -1.90025 -0.80974 -0.216
S -0.12380 -2.46929 -0.03982 0.359
H 0.12011 0.85650 -1.45212 -0.010
H 1.43465 0.56448 -0.58012 -0.012
H 0.53246 1.89201 -0.16286 0.050
Si -0.42475 -0.42079 0.62967 0.277
C 0.43823 0.83329 -0.47295 -0.327
H -2.82435 0.73017 0.91389 -0.020